1.
Formula: C3H7ClN2
Source: OMol25
Level of theory: the ωB97M-V functional and the def2-TZVPD basis

CARTESIAN COORDINATES (ANGSTROEM)
C (-1.07, -1.09, -1.86)
N (-0.49, 0.14, -1.28)
N (0.23, -0.09, -0.17)
C (0.40, 0.81, 0.73)
C (1.10, 0.44, 1.98)
Cl (2.55, 1.46, 2.19)
H (-1.78, -1.59, -1.21)
H (-1.57, -0.85, -2.82)
H (-0.21, -1.79, -1.96)
H (-1.18, 0.88, -1.12)
H (-0.06, 1.80, 0.72)
H (1.55, -0.57, 1.83)
H (0.52, 0.47, 2.97)

Energy relative to the best compared isomer or geometry (same formula, charge and spin) = 162.5 kJ/mol
HOMO-LUMO gap = 9.9 eV
SMILES string = CN/N=C/CCl
Multiplicity = 1
Calculated total energy = -688.15491 Ha
Highest occupied orbital energy = -8.84 eV

2.
Formula: C16H48O8S8
Source: OMol25
Level of theory: the ωB97M-V functional and the def2-TZVPD basis

CARTESIAN COORDINATES (ANGSTROEM)
C (5.06, -0.91, 2.94)
S (5.50, 0.16, 1.60)
O (4.95, -0.63, 0.42)
C (4.40, 1.44, 2.10)
H (4.25, -1.53, 2.64)
H (4.95, -0.44, 3.91)
H (6.00, -1.60, 3.10)
H (3.28, 1.12, 2.23)
H (4.53, 2.18, 1.34)
H (4.72, 1.76, 3.11)
C (-3.20, -4.39, 3.02)
S (-4.45, -3.69, 1.92)
O (-5.35, -3.01, 2.96)
C (-3.54, -2.39, 1.14)
H (-3.55, -5.11, 3.66)
H (-2.96, -3.48, 3.46)
H (-2.38, -4.76, 2.47)
H (-3.91, -2.10, 0.14)
H (-2.60, -2.94, 0.94)
H (-3.25, -1.61, 1.78)
C (-1.67, 1.95, 2.01)
S (-0.05, 2.84, 1.75)
O (1.18, 1.88, 1.83)
C (-0.38, 3.21, 0.00)
H (-1.75, 1.61, 3.09)
H (-1.86, 1.17, 1.31)
H (-2.52, 2.57, 1.80)
H (-0.88, 4.09, -0.12)
H (-0.86, 2.29, -0.43)
H (0.52, 3.48, -0.47)
C (0.57, -2.90, 3.45)
S (0.05, -1.31, 2.97)
O (-1.35, -1.14, 3.48)
C (1.03, -0.43, 4.01)
H (1.64, -2.92, 3.46)
H (0.05, -3.72, 2.88)
H (0.49, -3.05, 4.58)
H (0.87, -0.69, 5.04)
H (0.85, 0.63, 3.84)
H (2.09, -0.60, 3.89)
C (-1.98, 2.37, -3.08)
S (-1.14, 3.96, -3.29)
O (-0.41, 3.90, -4.67)
C (-2.50, 4.98, -3.75)
H (-2.28, 2.11, -4.09)
H (-2.97, 2.43, -2.66)
H (-1.35, 1.61, -2.58)
H (-3.08, 4.55, -4.46)
H (-2.12, 5.94, -4.08)
H (-3.19, 5.01, -2.83)
C (1.97, -1.32, 0.18)
S (0.49, -1.90, -0.61)
O (-0.07, -2.92, 0.25)
C (-0.54, -0.44, -0.44)
H (1.87, -1.03, 1.18)
H (2.27, -0.49, -0.46)
H (2.87, -1.91, 0.09)
H (0.09, 0.45, -0.27)
H (-1.08, -0.63, 0.43)
H (-1.13, -0.24, -1.32)
C (1.65, 1.50, -2.85)
S (3.24, 0.68, -3.15)
O (3.85, 1.30, -4.45)
C (4.13, 1.49, -1.74)
H (1.11, 1.28, -1.99)
H (1.16, 0.98, -3.70)
H (1.64, 2.50, -3.21)
H (4.47, 2.51, -2.04)
H (5.08, 1.00, -1.56)
H (3.47, 1.45, -0.84)
C (-3.39, -0.78, -3.43)
S (-2.02, -1.65, -4.01)
O (-0.86, -0.78, -3.47)
C (-2.15, -3.01, -2.78)
H (-4.23, -1.47, -3.46)
H (-3.49, -0.03, -4.15)
H (-3.39, -0.35, -2.38)
H (-1.24, -3.67, -2.76)
H (-2.92, -3.74, -3.08)
H (-2.29, -2.66, -1.74)

Energy relative to the best compared isomer or geometry (same formula, charge and spin) = 352.3 kJ/mol
HOMO-LUMO gap = 8.5 eV
Multiplicity = 1
Calculated total energy = -4425.42150 Ha
Highest occupied orbital energy = -8.50 eV

3.
Formula: C23H25N2OSZr
Source: OMol25
Level of theory: the ωB97M-V functional and the def2-TZVPD basis

CARTESIAN COORDINATES (ANGSTROEM)
C (2.78, -0.22, 3.11)
C (2.50, -0.93, 1.88)
C (1.99, 0.00, 0.93)
H (2.74, -1.97, 1.69)
C (1.93, 1.29, 1.54)
C (2.49, 1.17, 2.86)
H (1.66, 2.22, 1.04)
C (-1.32, -1.92, 3.08)
C (-0.08, -2.29, 2.44)
C (-0.22, -1.93, 1.05)
H (0.72, -2.90, 2.88)
C (-1.55, -1.44, 0.82)
C (-2.21, -1.44, 2.07)
H (1.78, -0.19, -0.13)
H (2.71, 2.01, 3.51)
H (3.30, -0.64, 3.97)
H (-3.28, -1.23, 2.19)
H (0.46, -2.21, 0.24)
H (-1.58, -2.15, 4.12)
Zr (0.45, -0.09, 2.84)
C (-2.23, -1.29, -0.55)
C (-3.50, -2.18, -0.49)
C (-1.35, -1.86, -1.66)
H (-3.23, -3.23, -0.26)
H (-4.00, -2.13, -1.46)
H (-4.19, -1.80, 0.27)
H (-1.12, -2.92, -1.42)
H (-0.41, -1.31, -1.78)
H (-1.89, -1.84, -2.61)
C (-2.83, 0.11, -0.87)
C (-2.07, 1.42, -1.19)
H (-3.41, 0.36, 0.03)
H (-3.53, -0.08, -1.71)
O (-2.30, 2.44, -0.55)
N (-1.23, 1.42, -2.30)
C (-0.34, 2.57, -2.50)
H (-1.78, 1.25, -3.14)
C (1.03, 2.00, -2.72)
C (2.17, 2.69, -2.30)
H (2.02, 3.66, -1.81)
C (3.43, 2.12, -2.50)
H (4.31, 2.66, -2.16)
C (3.54, 0.87, -3.13)
H (4.52, 0.44, -3.31)
C (2.39, 0.17, -3.53)
H (2.45, -0.82, -3.98)
C (1.13, 0.75, -3.34)
H (0.22, 0.23, -3.64)
H (-0.33, 3.25, -1.63)
H (-0.67, 3.09, -3.42)
S (-1.37, 1.51, 7.00)
C (-0.62, 0.88, 5.78)
N (-0.07, 0.43, 4.78)

Energy relative to the best compared isomer or geometry (same formula, charge and spin) = 45.5 kJ/mol
HOMO-LUMO gap = 6.8 eV
Multiplicity = 1
Calculated total energy = -1521.20540 Ha
Highest occupied orbital energy = -11.61 eV
Charge = +1

4.
Formula: C47H54F6GaN2O6S2Sb
Source: OMol25
Level of theory: the ωB97M-V functional and the def2-TZVPD basis

CARTESIAN COORDINATES (ANGSTROEM)
Ga (-0.99, -0.12, 0.39)
O (-0.63, -1.70, -0.43)
C (-0.67, -3.04, -0.01)
C (-1.84, -3.24, 0.97)
C (-1.57, -2.60, 2.30)
C (-1.58, -3.36, 3.46)
C (-1.35, -2.73, 4.67)
C (-1.13, -1.37, 4.69)
C (-1.13, -0.67, 3.49)
C (-1.02, 0.83, 3.51)
C (0.04, 1.53, 2.63)
O (0.10, 0.99, 1.33)
C (-0.40, 2.99, 2.59)
C (-0.94, 3.53, 1.43)
C (-1.41, 4.84, 1.41)
C (-1.35, 5.62, 2.55)
C (-0.82, 5.09, 3.72)
C (-0.35, 3.78, 3.74)
C (1.47, 1.39, 3.17)
C (1.95, 0.19, 3.69)
C (3.28, 0.04, 4.04)
C (4.17, 1.09, 3.87)
C (3.72, 2.29, 3.35)
C (2.39, 2.44, 3.00)
N (-1.32, -1.28, 2.32)
C (-0.91, -3.84, -1.30)
C (-2.13, -3.68, -1.96)
C (-2.35, -4.28, -3.19)
C (-1.37, -5.07, -3.77)
C (-0.16, -5.24, -3.12)
C (0.07, -4.63, -1.89)
C (0.60, -3.47, 0.72)
C (0.76, -4.78, 1.15)
C (1.86, -5.16, 1.90)
C (2.83, -4.23, 2.24)
C (2.68, -2.91, 1.82)
C (1.57, -2.54, 1.07)
H (-2.01, -4.31, 1.12)
H (-2.76, -2.82, 0.55)
H (-1.76, -4.42, 3.40)
H (-1.36, -3.30, 5.59)
H (-0.98, -0.83, 5.61)
H (-0.88, 1.16, 4.54)
H (-1.98, 1.23, 3.19)
H (-0.97, 2.93, 0.54)
H (-1.81, 5.24, 0.49)
H (-1.72, 6.64, 2.53)
H (-0.77, 5.69, 4.61)
H (0.08, 3.38, 4.65)
H (1.29, -0.66, 3.79)
H (3.62, -0.91, 4.44)
H (5.22, 0.97, 4.14)
H (4.41, 3.11, 3.20)
H (2.05, 3.38, 2.58)
H (-2.90, -3.04, -1.55)
H (-3.29, -4.12, -3.70)
H (-1.54, -5.54, -4.73)
H (0.62, -5.84, -3.56)
H (1.03, -4.75, -1.41)
H (0.01, -5.53, 0.89)
H (1.97, -6.19, 2.22)
H (3.69, -4.52, 2.82)
H (3.42, -2.17, 2.08)
H (1.47, -1.51, 0.76)
F (-5.32, 2.17, 0.94)
C (-5.37, 1.03, 1.62)
F (-6.58, 0.50, 1.50)
F (-5.10, 1.27, 2.90)
S (-4.13, -0.17, 0.99)
O (-2.87, 0.60, 1.08)
O (-4.28, -1.32, 1.82)
N (-4.54, -0.47, -0.49)
S (-3.74, 0.06, -1.74)
O (-2.33, 0.33, -1.43)
O (-4.03, -0.75, -2.88)
C (-4.45, 1.72, -2.11)
F (-5.78, 1.66, -2.06)
F (-4.03, 2.61, -1.23)
F (-4.08, 2.09, -3.33)
C (1.20, 3.33, -3.83)
C (0.11, 2.53, -3.12)
C (-0.82, 1.94, -4.18)
C (-0.70, 3.46, -2.22)
Sb (0.85, 0.90, -1.84)
C (2.75, 1.64, -1.05)
C (2.47, 2.98, -0.40)
C (3.88, 1.78, -2.07)
C (3.20, 0.66, 0.04)
C (1.37, -0.66, -3.28)
C (2.21, -1.69, -2.53)
C (2.13, -0.17, -4.50)
C (0.05, -1.31, -3.72)
H (0.73, 4.03, -4.52)
H (1.87, 2.70, -4.42)
H (1.81, 3.91, -3.14)
H (-1.39, 2.76, -4.63)
H (-1.53, 1.22, -3.78)
H (-0.27, 1.46, -4.98)
H (-1.15, 4.26, -2.83)
H (-0.10, 3.93, -1.45)
H (-1.53, 2.93, -1.73)
H (2.26, 3.77, -1.12)
H (3.35, 3.30, 0.18)
H (1.63, 2.93, 0.30)
H (3.63, 2.44, -2.90)
H (4.19, 0.81, -2.48)
H (4.76, 2.20, -1.56)
H (2.45, 0.56, 0.82)
H (4.11, 1.06, 0.52)
H (3.44, -0.32, -0.36)
H (3.21, -1.32, -2.30)
H (2.33, -2.58, -3.17)
H (1.74, -2.02, -1.60)
H (3.05, 0.37, -4.26)
H (1.52, 0.47, -5.14)
H (2.42, -1.05, -5.10)
H (-0.56, -1.61, -2.87)
H (0.28, -2.22, -4.30)
H (-0.54, -0.65, -4.36)

HOMO-LUMO gap = 8.5 eV
Multiplicity = 1
Calculated total energy = -5945.01235 Ha
Highest occupied orbital energy = -8.13 eV

5.
Formula: C3H6CuNOS4
Source: OMol25
Level of theory: the ωB97M-V functional and the def2-TZVPD basis

CARTESIAN COORDINATES (ANGSTROEM)
Cu (0.77, -0.69, -0.81)
S (-0.41, -2.65, -1.47)
S (1.37, -3.57, -1.89)
S (2.52, -2.17, -2.91)
S (2.91, -0.67, -1.57)
N (-0.60, 0.92, 2.65)
C (-0.32, 0.40, 1.43)
O (0.57, -0.44, 1.30)
C (-1.14, 0.87, 0.26)
C (-0.25, 0.97, -0.99)
H (-0.06, 0.61, 3.44)
H (-1.32, 1.61, 2.78)
H (-1.67, 1.80, 0.52)
H (-1.90, 0.10, 0.08)
H (0.40, 1.85, -0.92)
H (-0.85, 1.05, -1.89)

Expectation value of S² = 0.76
Energy relative to the best compared isomer or geometry (same formula, charge and spin) = 17.1 kJ/mol
HOMO-LUMO gap (spin up / spin down) = 6.1 / 6.0 eV
Multiplicity = 2
Calculated total energy = -3481.23312 Ha
Highest occupied orbital energy (spin up / spin down) = -3.13 / -3.17 eV
Charge = -1

> Number 3 is which compound?

C23H25N2OSZr